Entry 1:
ORCA calculation (ωB97M-V/def2-TZVPD) on a structure of composition C30H55BrClN4O25PSi2.

Computed properties:
Orbital gap ... 0.3130 hartree

Geometry as XYZ:
```
119
Properties=species:S:1:pos:R:3:forces:R:3
H 5.57845 1.37979 -7.21316 -0.01 -0.02 0.02
H 2.55830 -2.59418 0.16204 0.06 -0.08 0.15
C -6.99753 -2.26173 4.26019 -0.16 0.34 -0.14
H 5.17040 -0.68817 -2.41973 -0.11 0.04 0.08
O -5.69244 -1.89768 4.38276 -0.10 -0.13 0.07
P 3.13519 -2.91880 -3.86492 0.62 -0.20 -0.17
C 4.67917 1.99717 -7.19465 0.03 -0.07 -0.12
C -4.04489 6.14039 -2.59460 -0.17 0.09 -0.11
H 3.47612 0.16336 -7.15601 0.03 -0.05 0.16
H -3.39921 -3.95664 -1.53709 -0.16 -0.10 0.14
H -7.59349 -7.66760 -1.75770 0.00 0.02 -0.01
H -3.94482 7.03405 -3.20449 0.08 -0.08 -0.10
H -0.90105 1.46029 -0.72003 0.04 0.01 -0.08
O -2.84020 4.73930 -1.25228 0.01 0.04 0.24
O 7.16789 -0.09239 3.28618 0.00 0.03 0.01
H -4.60346 -7.00752 -1.61004 -0.02 -0.03 0.02
O -3.58760 4.99271 -3.32567 -0.12 0.18 -0.01
H -0.74451 -1.66715 -2.60937 0.09 -0.10 -0.06
H -5.69186 -4.00688 2.53986 0.04 0.01 -0.16
H 5.78142 3.33823 2.99663 -0.01 -0.02 0.02
O -7.37201 2.88621 1.96473 0.21 -0.16 -0.33
N 2.06973 2.17460 -0.42824 0.06 0.36 -0.02
Br 1.05165 -3.69221 -4.18116 -0.13 0.16 0.06
C -6.40090 -6.45343 0.47128 -0.06 0.16 -0.19
O -7.10734 -3.56378 3.96289 0.03 0.06 0.12
H -3.57624 -3.57081 0.72694 0.09 0.15 0.05
H 5.75708 -0.65554 4.69525 0.00 0.09 -0.09
H -3.77568 -0.93085 -1.55521 -0.03 -0.12 0.12
H -3.95757 -2.89732 3.83567 -0.06 0.11 -0.03
C 8.46426 0.27871 3.42454 0.01 0.04 0.04
H -6.23798 -8.80489 -1.59391 0.03 -0.03 0.13
C -4.89393 -3.09316 4.35338 0.06 0.03 -0.04
H -1.85053 -2.47793 -0.02437 -0.05 0.22 0.12
C 6.29889 3.99293 3.69951 -0.06 0.06 -0.13
C 3.43748 1.20272 -6.84226 -0.04 -0.06 -0.16
O 2.57240 -2.93467 -0.74014 -0.23 0.23 -0.24
O -6.57238 -6.03422 1.57299 0.21 0.06 -0.40
H -3.63196 6.49133 -0.47705 -0.01 -0.14 0.04
H -7.60813 2.08958 3.87483 0.06 0.13 -0.05
H 7.41871 0.51197 5.99131 0.13 -0.19 -0.01
O 8.91086 -0.00248 4.66409 -0.04 -0.07 -0.01
N 1.39446 2.96544 -2.57945 -0.02 -0.24 -0.01
C 5.34565 4.74444 4.60967 0.00 0.10 -0.09
O 5.18265 3.82860 5.70126 0.02 0.04 -0.01
H 1.31780 3.97093 -2.63127 0.18 0.05 0.05
H 0.41394 0.10816 0.98496 -0.07 0.12 0.44
C -6.75311 2.38109 0.86064 0.02 0.42 -0.57
H -5.09273 5.99451 -2.33327 -0.02 -0.05 0.01
C -6.70308 0.73461 2.41714 0.02 -0.05 0.15
C 6.54989 -0.06617 -0.21719 -0.23 -0.41 0.43
H -2.21442 6.67514 -1.53491 -0.01 0.00 -0.03
O 2.10449 -0.49830 -1.97065 -0.21 -0.88 0.32
H -5.68445 -5.08731 3.93771 -0.21 0.01 0.02
C -1.88298 -1.66556 -0.75494 0.49 0.15 -0.30
O 6.51474 2.24891 6.60575 -0.21 0.19 0.17
H -1.93775 -0.72828 -0.18791 -0.13 -0.15 0.03
O 9.10867 0.78216 2.56103 0.01 0.04 -0.04
O 4.77517 2.91308 -6.09639 0.02 -0.02 -0.01
H -2.89293 -1.91779 -2.68081 0.08 0.01 0.07
C -0.07514 1.35309 -1.43672 0.65 -0.83 0.42
H 8.06842 -1.14452 6.18859 0.16 0.01 -0.08
H -5.85236 -6.23094 -2.60771 -0.01 0.13 0.06
H 5.45087 -2.22765 -1.63230 0.04 0.11 0.13
H -0.09642 -2.71466 -1.35414 0.26 0.07 -0.20
C -5.80000 -4.05654 3.61726 0.20 -0.11 0.11
C -6.60661 -7.82069 -1.31858 -0.05 -0.03 -0.12
C -5.64916 -6.69586 -1.64676 0.10 0.08 -0.18
C -7.70321 1.79075 2.83521 -0.06 -0.06 0.05
H 1.79321 2.18093 0.54914 -0.01 -0.25 0.03
O 0.98572 -0.49902 0.51971 0.15 -0.19 -0.59
H -5.76369 0.80672 2.96886 -0.02 0.02 -0.01
H 7.20879 -0.91541 -0.42184 0.05 0.19 -0.15
Si 3.06672 -1.84333 -1.86680 0.02 0.11 0.00
H 2.34988 2.68713 -2.76330 0.02 -0.08 -0.07
O 3.24787 -1.56116 -4.79340 -0.31 -0.11 0.04
N 0.22251 3.71321 -0.69584 0.01 -0.25 -0.05
H -0.71391 3.72233 -1.09264 0.02 0.15 -0.05
C 5.10033 -0.56094 -0.27997 0.74 0.40 -0.57
H 4.38316 4.95658 4.15298 -0.06 -0.10 0.09
C -3.15048 -1.82859 -1.62038 0.06 -0.07 0.17
H 2.67405 -0.84582 -4.48432 0.07 0.22 -0.03
N -4.32724 -3.18208 0.17685 -0.17 -0.06 -0.03
C -0.53127 -1.73199 -1.53907 -0.50 0.10 -0.11
C 6.79224 -0.86066 4.43408 -0.07 -0.10 0.05
C -3.97074 -3.07512 -1.23322 0.00 0.55 -0.24
O 7.02145 3.18251 4.63246 0.00 0.02 -0.03
H -7.08947 -0.27375 2.49685 -0.03 0.02 -0.15
C 4.83859 -1.31781 -1.58397 -0.20 -0.09 0.00
H 4.41571 0.28703 -0.19599 -0.11 -0.23 0.21
O -5.88736 -5.75972 -0.58993 -0.29 -0.46 0.56
H -4.89786 -3.04589 -1.81548 0.07 -0.22 -0.02
H -4.67661 -3.40385 5.37710 -0.08 0.03 0.01
H -8.73313 1.48898 2.64102 0.02 -0.02 -0.02
H 4.59593 2.54240 -8.13055 -0.01 0.12 0.08
O -6.46196 1.07025 1.04533 0.04 0.33 -0.18
C -3.14633 6.12819 -1.37896 0.08 0.18 0.10
O -7.90964 -1.49254 4.36484 0.32 -0.30 0.07
C 7.78205 -0.37665 5.47450 -0.13 0.03 0.09
H 2.52421 1.66413 -7.22090 0.01 0.03 0.02
C 6.26109 3.01978 5.73451 0.09 -0.11 -0.08
C 0.93108 2.53376 -1.27060 -0.79 0.49 -0.18
H -0.52469 1.39022 -2.42924 0.01 0.16 0.06
H 0.06725 3.54504 0.29377 0.03 0.00 0.01
H -4.57844 -2.27278 0.54565 0.07 -0.01 0.07
Cl 4.84192 -1.64085 1.14289 -0.23 0.02 0.07
H 5.77648 5.67023 4.99351 0.02 -0.02 0.00
Si 0.66955 -0.36439 -1.13010 -0.23 0.70 0.14
C -2.99158 4.15236 -2.46018 0.07 0.07 0.00
H 6.80028 0.27451 0.78923 -0.05 0.17 -0.15
C 4.12986 2.37559 -5.03983 -0.08 -0.05 -0.07
O -6.51064 3.00602 -0.13810 -0.21 -0.59 1.07
O -6.71853 -7.71428 0.10019 0.04 -0.08 0.03
O 4.16564 2.80149 -3.93111 0.12 0.09 0.15
H 2.73875 2.93534 -0.51660 0.03 -0.04 -0.01
H 6.98285 4.63688 3.15451 0.11 -0.05 0.08
O 3.43115 1.28333 -5.41312 -0.06 -0.02 0.00
O -2.61420 3.05742 -2.71171 0.03 -0.30 -0.11
H 6.71391 0.73538 -0.93806 0.01 -0.08 -0.04
H 6.90090 -1.92104 4.19799 0.03 0.01 -0.02
```
Forces are in eV/Å.

=====

Entry 2:
ORCA calculation (ωB97M-V/def2-TZVPD) on a cluster of 2 separate species, C15H22B2N3O8 in total.

Computed properties:
Orbital gap ... 0.1621 hartree
Net charge ... -1

Geometry as XYZ:
```
50
Properties=species:S:1:pos:R:3:forces:R:3
H 3.16957 -1.57668 1.16548 0.13 -0.32 -0.02
O 2.77326 -0.93475 -6.73161 -0.05 0.04 0.00
H -0.07899 1.14149 2.65964 0.04 0.33 -0.01
C -0.52596 0.38671 3.30617 0.04 -0.61 -0.24
H -3.29535 -1.74219 3.15173 -0.04 -0.16 0.08
B -1.04128 -1.59125 1.60275 0.08 -0.33 0.24
O 2.85096 -0.28701 3.38266 0.00 0.00 -0.10
H -4.33948 1.16003 -1.24415 -0.04 -0.15 -0.13
H 3.18337 -1.55701 -4.17437 0.01 0.01 -0.01
H -4.17677 3.54002 -0.49277 -0.12 0.11 -0.15
C 0.00001 0.72814 -4.93264 0.02 0.04 -0.20
C 0.27486 0.36035 -3.66831 -0.29 0.12 -0.07
N -0.91740 -2.98289 2.13585 -0.40 0.16 -0.49
H -3.02818 4.02421 1.59433 0.07 0.16 0.17
O -0.47803 0.69634 -2.64195 0.17 -0.14 0.07
B -1.77373 -0.35519 2.53730 0.25 0.39 0.18
O 0.70134 0.59311 -7.18199 0.14 -0.10 -0.09
H -0.09575 0.28542 -1.83537 -0.12 0.04 0.10
H 1.55537 1.09052 4.23526 0.03 0.28 -0.23
H -3.28113 -0.57751 0.11389 0.18 -0.28 0.17
H -0.85365 0.84896 4.23944 0.04 0.15 0.14
H -0.85773 1.33486 -5.18503 -0.01 0.01 0.04
C 2.86979 0.29540 2.09730 0.10 -0.10 -0.39
N -2.48356 2.08423 2.01754 -0.10 0.04 -0.24
C 3.66109 -0.60776 1.15674 -0.63 0.43 0.43
C -3.08025 2.99705 1.25487 -0.02 0.15 -0.01
H 0.02521 -3.09585 2.49382 -0.03 -0.03 0.35
C 1.47946 -0.48385 -3.33654 0.18 -0.06 -0.33
O 0.54769 -0.57557 3.61822 -0.10 0.38 -0.22
O -0.53407 -1.40389 0.27875 -0.52 0.48 -0.13
H -1.02678 -1.96980 -0.32174 0.32 -0.36 -0.20
H 4.66981 -0.69113 1.54647 0.29 -0.16 -0.19
C -3.74241 2.73213 0.07174 0.08 -0.01 0.18
O 3.68931 -0.05484 -0.14691 0.40 -0.01 0.03
H 3.33735 1.28240 2.10845 0.07 0.19 0.16
C 1.69386 0.01252 4.12751 -0.25 -0.33 0.50
H -3.43736 -0.31200 3.90044 -0.02 0.04 0.03
C 2.04764 -0.57127 -5.67770 0.21 -0.14 0.06
C 0.86581 0.30035 -6.00788 -0.35 0.22 0.19
N -2.76061 -0.99107 3.56673 0.05 0.16 -0.11
H 2.89417 -0.34008 -0.60339 -0.12 -0.03 -0.11
O 1.66347 -0.73954 -2.16739 0.03 -0.08 0.25
C -2.52102 0.79636 1.61622 0.47 -0.74 0.38
H 1.87272 0.41187 1.67738 -0.29 -0.07 0.11
C -3.81533 1.40912 -0.33208 -0.05 0.11 -0.06
C 2.33343 -0.93756 -4.42351 0.03 -0.05 0.20
C -3.20532 0.44634 0.44435 -0.36 0.44 -0.32
H 2.33825 -0.52293 -7.50255 -0.05 0.05 -0.04
H 1.88211 -0.39532 5.12136 0.22 -0.13 0.11
H -1.02978 -3.66092 1.38549 0.34 -0.13 -0.09
```
Forces are in eV/Å.

=====

Entry 3:
ORCA calculation (ωB97M-V/def2-TZVPD) on a cluster of 2 separate species, C4H9N2O2 in total.

Computed properties:
Energy above the lowest of the compared OMol25 structures with the same formula, charge and spin ... 5.361 eV
Orbital gap ... 0.2805 hartree
Net charge ... -1

Geometry as XYZ:
```
17
Properties=species:S:1:pos:R:3:forces:R:3
O -1.10111 1.77820 0.82247 0.35 -0.60 0.82
C 1.10586 1.40684 -0.52922 -0.52 -2.84 0.51
H -2.17421 -1.41518 0.49830 1.20 -0.82 -0.56
C -0.17203 -2.10471 1.17840 -3.57 1.03 2.73
H -0.87645 -1.83866 -0.77685 -0.54 0.37 -0.22
H 0.49009 -1.48031 1.67936 1.46 1.33 0.58
H 2.80017 0.28277 -0.80887 0.43 0.35 -0.52
C -1.07228 -1.41709 0.20751 -1.83 1.65 -0.07
O -1.94054 2.98408 -0.72032 0.59 -0.41 -0.74
H 0.30430 -2.84983 0.72098 2.17 -3.12 -1.56
N 0.00965 2.01945 -1.10027 0.96 0.69 -0.55
H 2.24525 1.35276 -2.28665 0.34 0.20 -1.38
N -1.00237 2.24331 -0.32860 -1.32 1.14 0.92
C 2.16086 1.01070 -1.30285 -1.11 0.04 2.88
H -0.79023 -2.52269 2.01284 0.51 -0.07 -0.55
H -0.96307 -0.31873 0.21995 0.55 -0.51 -0.38
H 0.97612 0.86909 0.51381 0.33 1.57 -1.90
```
Forces are in eV/Å.

=====

| no. | E (eV) |
| --- | --- |
| 1 | -196767.7931 |
| 2 | -38116.7003 |
| 3 | -11365.8047 |